<w>
Entry from OMol25: a single C4H7FN2 molecule (ωB97M-V with the def2-TZVPD basis set).

Each line ends with the natural charge from an NBO analysis.
CARTESIAN COORDINATES (ANGSTROEM)
C1 2.026 -0.130 0.198  -0.4311
C2 0.063 -1.459 -0.211  -0.3103
C3 -1.294 -1.141 -0.013  0.1152
C4 -0.255 0.750 0.277  0.4324
H1 2.536 0.905 0.096  0.2166
H2 2.038 -0.328 1.271  0.1761
H3 2.759 -0.843 -0.242  0.2108
H4 0.395 -1.941 0.844  0.1958
H5 0.328 -2.037 -1.106  0.2308
H6 -2.169 -1.838 -0.335  0.2074
H7 -0.056 1.114 1.257  0.1404
N1 0.671 -0.161 -0.397  -0.4326
N2 -1.527 0.055 0.375  -0.4044
F1 -0.342 1.954 -0.348  -0.3469

Computed properties:
LUMO: 0.0321 Eh
Kohn-Sham gap: 10.62 eV

=====

<x>
Entry from OMol25: a single C4H7FN2 molecule (ωB97M-V with the def2-TZVPD basis set).

Each line ends with the natural charge from an NBO analysis.
CARTESIAN COORDINATES (ANGSTROEM)
C1 0.598 1.782 -0.254  -0.2900
C2 -0.601 1.203 -0.290  -0.1025
C3 1.731 0.032 0.423  0.3473
C4 -1.492 -1.138 -0.369  -0.4059
N1 0.550 -0.690 0.600  -0.5434
N2 -0.713 -0.057 0.252  -0.2620
F1 2.593 -0.322 -0.586  -0.3557
H1 1.153 2.764 -0.282  0.2337
H2 -1.530 1.749 -0.551  0.2350
H3 2.233 0.348 1.414  0.1708
H4 -0.938 -1.583 -1.303  0.1827
H5 -1.475 -1.924 0.349  0.1954
H6 -2.474 -0.855 -0.746  0.2093
H7 0.365 -1.311 1.343  0.3856

Computed properties:
LUMO: 0.0381 Eh
Kohn-Sham gap: 9.06 eV

=====

<y>
Entry from OMol25: a single C4H7FN2 molecule (ωB97M-V with the def2-TZVPD basis set).

Each line ends with the natural charge from an NBO analysis.
CARTESIAN COORDINATES (ANGSTROEM)
C1 0.204 -0.988 -0.656  0.1800
C2 0.532 -0.079 -1.779  -0.4530
C3 0.526 0.438 -0.374  -0.1308
C4 -0.826 0.379 2.052  -0.2029
H1 -0.821 -1.341 -0.531  0.1899
H2 1.518 -0.201 -2.269  0.2386
H3 -0.249 0.209 -2.472  0.2254
H4 1.500 0.613 0.062  0.2172
H5 -1.078 1.793 -0.694  0.3800
H6 0.093 -0.212 1.988  0.1624
H7 -1.429 0.317 2.969  0.1879
N1 -0.515 1.352 0.014  -0.4375
N2 -1.250 1.166 1.151  -0.2135
F1 1.133 -1.922 -0.296  -0.3436

Computed properties:
LUMO: 0.0426 Eh
Kohn-Sham gap: 10.03 eV

=====

<z>
Entry from OMol25: a single C4H7FN2 molecule (ωB97M-V with the def2-TZVPD basis set).

Each line ends with the natural charge from an NBO analysis.
CARTESIAN COORDINATES (ANGSTROEM)
C1 -1.658 -0.686 0.005  -0.0250
C2 -0.320 0.027 -0.087  0.3489
C3 2.017 -0.592 0.127  -0.0473
C4 2.662 0.612 0.102  -0.4299
H1 -1.879 -1.548 -0.613  0.2010
H2 -1.771 -1.157 1.114  0.1639
H3 -1.300 1.438 -0.166  0.3578
H4 0.304 -1.819 0.411  0.3648
H5 2.626 -1.537 0.233  0.1997
H6 2.197 1.453 -0.399  0.2289
H7 3.751 0.771 0.241  0.2136
N1 -0.253 1.371 -0.017  -0.6534
N2 0.648 -0.899 -0.335  -0.5815
F1 -2.545 0.325 0.085  -0.3417

Computed properties:
LUMO: 0.0180 Eh
Kohn-Sham gap: 9.57 eV

=====

Bottom line: <w>, by a margin of 82.6 kJ/mol.

=====

<w>
Entry from OMol25: a molecular structure, C4H7FN2 (ωB97M-V with the def2-TZVPD basis set).

Each line ends with the natural charge from an NBO analysis.
CARTESIAN COORDINATES (ANGSTROEM)
C1 1.343 -1.216 0.688  -0.6081
C2 0.363 -0.557 -0.333  0.1449
C3 -0.615 0.427 0.111  -0.3841
C4 -0.461 0.644 1.487  0.2769
H1 1.482 -2.250 0.257  0.2528
H2 2.395 -0.524 0.770  0.2328
H3 0.766 -1.107 1.925  0.1770
H4 -1.619 0.916 -0.291  0.2624
H5 0.222 0.180 2.177  0.1761
H6 -0.656 0.728 -2.366  0.3163
H7 0.824 0.031 -3.517  0.3956
N1 0.635 -0.803 -1.511  -0.2454
N2 0.060 -0.244 -2.643  -0.6570
F1 -1.340 1.507 2.045  -0.3403

Computed properties:
LUMO: 0.0219 Eh
Kohn-Sham gap: 9.10 eV

=====

<x>
Entry from OMol25: a molecular structure, C4H7FN2 (ωB97M-V with the def2-TZVPD basis set).

Each line ends with the natural charge from an NBO analysis.
CARTESIAN COORDINATES (ANGSTROEM)
C1 -1.574 -0.063 1.258  -0.1750
C2 -0.340 1.153 0.038  0.1432
C3 -0.379 -0.714 1.059  0.5002
C4 1.614 -0.149 -0.342  -0.4025
N1 -1.498 1.144 0.627  -0.4176
N2 0.437 0.049 0.345  -0.3794
F1 -0.065 -1.921 1.593  -0.3080
H1 -2.382 -0.364 1.746  0.2041
H2 0.016 1.906 -0.618  0.1963
H3 -1.017 -0.297 -2.398  0.0313
H4 -0.549 -0.086 -1.793  -0.0393
H5 2.463 0.221 0.189  0.2083
H6 1.747 -1.202 -0.365  0.2204
H7 1.526 0.321 -1.339  0.2180

Computed properties:
LUMO: 0.0322 Eh
Kohn-Sham gap: 9.58 eV

=====

Bottom line: <x>, by a margin of 335.9 kJ/mol.

=====

<w>
Entry from OMol25: a single C2H3NP2 molecule (ωB97M-V with the def2-TZVPD basis set).

Each line ends with the natural charge from an NBO analysis.
CARTESIAN COORDINATES (ANGSTROEM)
C1 -0.196 -0.923 -1.650  0.2593
C2 0.531 0.167 -0.847  -0.8431
N1 -0.661 -1.695 -2.333  -0.3228
P1 0.770 -1.601 1.496  0.0308
P2 -0.205 0.029 0.854  0.3488
H1 1.611 -0.045 -0.769  0.2837
H2 0.000 1.096 -1.167  0.2769
H3 0.102 -1.314 2.640  -0.0338

Computed properties:
LUMO: -0.0448 Eh
Kohn-Sham gap: 8.64 eV

=====

<x>
Entry from OMol25: a molecular structure, C2H3NP2 (ωB97M-V with the def2-TZVPD basis set).

Each line ends with the natural charge from an NBO analysis.
CARTESIAN COORDINATES (ANGSTROEM)
C1 1.317 -2.028 -0.096  0.0970
C2 0.891 1.145 -0.202  -1.0252
N1 2.376 -1.402 0.119  -0.5097
P1 2.416 0.687 -0.036  0.7512
P2 -0.232 -0.215 -0.426  0.4315
H1 0.761 -2.886 0.007  0.2255
H2 -0.306 -0.234 -1.988  0.0212
H3 -1.531 0.322 -0.379  0.0086

Computed properties:
LUMO: -0.0172 Eh
Kohn-Sham gap: 8.53 eV

=====

<y>
Entry from OMol25: a single C2H3NP2 molecule (ωB97M-V with the def2-TZVPD basis set).

Each line ends with the natural charge from an NBO analysis.
CARTESIAN COORDINATES (ANGSTROEM)
C1 -0.016 -0.924 0.530  -0.0359
C2 -0.606 0.294 0.521  -0.4619
N1 0.662 -1.293 -0.509  -0.7958
P1 -0.530 1.141 -1.107  0.1553
P2 0.895 -0.335 -1.760  0.6706
H1 -0.028 -1.446 1.398  0.1924
H2 -0.966 0.743 1.381  0.2189
H3 0.589 1.822 -0.454  0.0564

Computed properties:
LUMO: -0.0236 Eh
Kohn-Sham gap: 8.27 eV

=====

Bottom line: <y>, by a margin of 19.1 kJ/mol.

=====

<w>
Entry from OMol25: a single C2H3NP2 molecule (ωB97M-V with the def2-TZVPD basis set).

Each line ends with the natural charge from an NBO analysis.
CARTESIAN COORDINATES (ANGSTROEM)
C1 0.660 -2.006 0.240  -0.6279
C2 -1.033 1.280 0.228  -0.1584
N1 -0.186 1.370 1.162  -0.4771
P1 0.592 1.597 -0.499  0.4887
P2 0.941 -0.658 -0.683  0.3998
H1 0.825 -1.941 1.311  0.1711
H2 -2.145 1.249 0.069  0.2452
H3 0.346 -0.890 -1.827  -0.0414

Computed properties:
LUMO (spin up / spin down): -0.0185 / -0.0185 Eh
Kohn-Sham gap (spin up / spin down): 7.86 / 7.86 eV

=====

<x>
Entry from OMol25: a single C2H3NP2 molecule (ωB97M-V with the def2-TZVPD basis set).

Each line ends with the natural charge from an NBO analysis.
CARTESIAN COORDINATES (ANGSTROEM)
C1 -0.899 -0.511 -0.332  -0.0474
C2 -0.552 0.848 -0.208  -0.6870
N1 -0.360 -1.593 -0.041  -0.3287
P1 1.070 1.298 -0.040  0.4631
P2 2.076 -0.614 0.124  0.1415
H1 -2.009 -0.775 -0.662  0.2242
H2 -1.138 1.750 -0.288  0.2560
H3 1.812 -0.403 1.446  -0.0217

Computed properties:
LUMO: -0.0454 Eh
Kohn-Sham gap: 7.53 eV

=====

Bottom line: <x>, by a margin of 156.5 kJ/mol.

=====

<w>
Entry from OMol25: 2 unconnected molecules or ions with the total composition C5H5ClO2 (ωB97M-V with the def2-TZVPD basis set).

Each line ends with the natural charge from an NBO analysis.
CARTESIAN COORDINATES (ANGSTROEM)
C1 -0.571 0.913 -0.341  0.0094
C2 -2.108 0.795 -0.250  -0.3401
C3 -2.403 -0.514 0.074  0.1460
C4 -0.217 -0.600 -0.084  0.2470
C5 0.962 -1.105 0.105  -0.2419
H1 1.181 0.873 1.289  0.4328
H2 -0.286 1.391 -1.371  0.1912
H3 -2.785 1.617 -0.799  0.2456
H4 -3.503 -0.880 0.179  0.2142
H5 1.391 -2.145 0.372  0.2632
O1 0.034 1.719 0.602  -0.6959
O2 -1.422 -1.387 0.147  -0.4590
Cl1 2.419 -0.027 -0.158  -0.0125

Computed properties:
LUMO: -0.0094 Eh
Kohn-Sham gap: 8.62 eV

=====

<x>
Entry from OMol25: a single C5H5ClO2 molecule (ωB97M-V with the def2-TZVPD basis set).

Each line ends with the natural charge from an NBO analysis.
CARTESIAN COORDINATES (ANGSTROEM)
C1 0.248 0.739 -0.182  0.0129
C2 -0.198 0.056 -1.603  -0.2119
C3 -0.657 -1.197 -1.082  0.1297
C4 -0.303 -0.337 0.840  0.2648
C5 -0.420 0.198 2.155  -0.4436
H1 2.251 0.098 -0.670  0.4703
H2 -0.216 1.797 -0.097  0.2154
H3 -1.030 -2.063 -1.741  0.2076
H4 -0.111 1.271 2.407  0.2432
H5 -0.835 -0.538 2.788  0.2070
O1 1.722 0.887 0.030  -0.7186
O2 -0.867 -1.483 0.251  -0.4511
Cl1 0.416 0.575 -3.097  0.0743

Computed properties:
LUMO: 0.0219 Eh
Kohn-Sham gap: 9.42 eV

=====

Bottom line: <x>, by a margin of 149.1 kJ/mol.

=====

<w>
Entry from OMol25: a single C17H23N3O3 molecule (ωB97M-V with the def2-TZVPD basis set).

Each line ends with the natural charge from an NBO analysis.
CARTESIAN COORDINATES (ANGSTROEM)
C1 -5.584 -2.397 -1.708  -0.2408
O1 -4.747 -1.471 -1.071  -0.5497
C2 -5.014 -1.345 0.307  -0.0477
C3 -4.054 -0.328 0.926  -0.2354
C4 -2.603 -0.787 0.774  -0.4275
C5 -1.637 0.278 1.306  -0.2309
N1 -1.825 1.588 0.708  -0.4296
C6 -3.199 2.028 0.853  -0.2083
C7 -4.223 1.046 0.276  -0.4276
H1 -5.231 1.425 0.453  0.2094
H2 -4.083 0.945 -0.801  0.2106
H3 -3.304 3.009 0.384  0.1983
H4 -3.380 2.147 1.927  0.1922
C8 -1.317 1.687 -0.652  -0.2888
C9 0.169 1.713 -0.623  0.5461
N2 0.982 0.724 -0.425  -0.5144
C10 2.218 1.314 -0.475  0.2778
N3 2.144 2.602 -0.701  -0.1572
O2 0.814 2.872 -0.799  -0.2700
C11 3.451 0.580 -0.299  -0.0710
C12 4.679 1.231 -0.360  -0.1540
C13 5.857 0.529 -0.193  -0.3140
C14 5.822 -0.844 0.040  0.3190
C15 4.587 -1.498 0.101  -0.2624
C16 3.417 -0.796 -0.066  -0.1643
H5 2.462 -1.295 -0.021  0.2323
H6 4.582 -2.561 0.282  0.2250
O3 6.915 -1.631 0.219  -0.4884
C17 8.191 -1.040 0.172  -0.2529
H7 8.897 -1.851 0.340  0.2015
H8 8.314 -0.286 0.956  0.1774
H9 8.389 -0.586 -0.804  0.1773
H10 6.795 1.059 -0.245  0.2204
H11 4.696 2.294 -0.541  0.2296
H12 -1.636 0.857 -1.301  0.2012
H13 -1.658 2.631 -1.083  0.2278
H14 -0.606 -0.033 1.131  0.2293
H15 -1.785 0.397 2.384  0.1900
H16 -2.406 -0.981 -0.281  0.2109
H17 -2.445 -1.719 1.320  0.2110
H18 -4.295 -0.249 1.993  0.1999
H19 -4.894 -2.323 0.802  0.1641
H20 -6.056 -1.017 0.457  0.1631
H21 -6.639 -2.103 -1.626  0.1635
H22 -5.294 -2.414 -2.756  0.1937
H23 -5.468 -3.401 -1.279  0.1641

Computed properties:
LUMO: 0.0322 Eh
Kohn-Sham gap: 9.20 eV

=====

<x>
Entry from OMol25: a single C17H23N3O3 molecule (ωB97M-V with the def2-TZVPD basis set).

Each line ends with the natural charge from an NBO analysis.
CARTESIAN COORDINATES (ANGSTROEM)
C1 -3.076 0.272 0.009  -0.1341
C2 -1.590 -0.052 0.188  0.6790
C3 -3.292 1.572 -0.800  -0.3982
C4 -2.818 1.559 -2.296  -0.2099
C5 -3.273 2.896 -2.895  -0.6033
C6 -3.357 0.295 -3.002  -0.6330
C7 0.123 -0.803 1.747  -0.1540
C8 0.004 -1.677 2.952  0.7792
C9 1.184 0.364 1.793  -0.4174
C10 2.572 -0.062 1.561  -0.1117
C11 3.530 -0.126 2.556  -0.0080
C12 3.241 -0.501 0.333  -0.0340
C13 4.560 -0.862 0.688  0.1207
C14 2.728 -0.740 -0.914  -0.2179
C15 5.406 -1.437 -0.252  -0.2490
C16 3.578 -1.340 -1.894  -0.2387
C17 4.910 -1.562 -1.554  -0.2108
H1 -4.789 0.579 1.238  0.3713
H2 -3.389 1.173 1.894  0.3576
H3 -3.519 -0.482 -0.601  0.2184
H4 -2.757 2.412 -0.364  0.2004
H5 -4.361 1.843 -0.812  0.1949
H6 -1.739 1.536 -2.270  0.2222
H7 -2.931 2.852 -3.964  0.2067
H8 -4.332 2.932 -2.889  0.1949
H9 -2.899 3.754 -2.364  0.2101
H10 -4.447 0.148 -2.906  0.2046
H11 -3.053 0.494 -4.089  0.2117
H12 -2.740 -0.571 -2.647  0.2264
H13 -1.960 -0.518 2.144  0.4511
H14 0.464 -1.488 0.843  0.2500
H15 0.899 1.009 0.916  0.2459
H16 1.092 0.936 2.748  0.2214
H17 3.385 0.080 3.601  0.2090
H18 5.497 -0.886 2.616  0.4097
H19 1.659 -0.522 -1.070  0.2410
H20 6.442 -1.761 -0.021  0.2153
H21 3.260 -1.584 -2.872  0.2137
H22 5.530 -2.149 -2.278  0.2088
H23 1.046 -2.890 3.919  0.4993
N1 -3.774 0.325 1.364  -0.8515
N2 -1.216 -0.332 1.448  -0.6309
N3 4.742 -0.540 2.003  -0.5365
O1 -0.772 -0.042 -0.712  -0.6556
O2 -0.896 -1.809 3.738  -0.6062
O3 1.127 -2.297 3.167  -0.6627

Computed properties:
LUMO: 0.0230 Eh
Kohn-Sham gap: 8.37 eV

=====

Bottom line: <x>, by a margin of 214.9 kJ/mol.

=====

<w>
Entry from OMol25: a single C2H6Se molecule (ωB97M-V with the def2-TZVPD basis set).

Each line ends with the natural charge from an NBO analysis.
CARTESIAN COORDINATES (ANGSTROEM)
C1 -0.881 0.533 -0.235  -0.6406
C2 0.142 -0.478 0.070  -0.5352
Se1 1.914 0.228 -0.381  0.0145
H1 -0.822 1.228 0.590  0.2131
H2 -0.747 1.154 -1.134  0.2080
H3 -1.839 0.146 -0.389  0.2139
H4 0.124 -1.489 -0.590  0.2142
H5 0.044 -0.778 1.143  0.2140
H6 2.065 -0.545 0.925  0.0982

Computed properties:
LUMO: 0.0258 Eh
Kohn-Sham gap: 9.32 eV

=====

<x>
Entry from OMol25: a single C2H6Se molecule (ωB97M-V with the def2-TZVPD basis set).

Each line ends with the natural charge from an NBO analysis.
CARTESIAN COORDINATES (ANGSTROEM)
C1 -0.358 0.483 0.398  -0.6418
C2 -0.337 -0.815 -0.356  -0.5083
Se1 1.549 -1.570 -0.419  -0.0073
H1 0.499 1.254 0.343  0.2133
H2 -1.168 1.133 0.224  0.2133
H3 -0.318 0.278 1.469  0.2074
H4 -0.489 -0.530 -1.374  0.2200
H5 -0.928 -1.513 0.211  0.2279
H6 1.891 -0.364 -1.324  0.0755

Computed properties:
LUMO: 0.0289 Eh
Kohn-Sham gap: 9.47 eV

=====

<y>
Entry from OMol25: 2 unconnected molecules or ions with the total composition C2H6Se (ωB97M-V with the def2-TZVPD basis set).

Each line ends with the natural charge from an NBO analysis.
CARTESIAN COORDINATES (ANGSTROEM)
C1 -0.253 0.725 0.314  -0.5789
C2 0.451 0.852 -1.072  -0.6068
Se1 -0.643 3.866 1.241  -0.0182
H1 0.515 0.846 1.100  0.2113
H2 -1.060 1.575 0.403  0.1836
H3 -0.669 -0.193 0.344  0.2009
H4 1.197 1.549 -1.150  0.2031
H5 -0.193 0.899 -1.991  0.2040
H6 0.890 -0.147 -1.109  0.2008

Computed properties:
LUMO (spin up / spin down): -0.0871 / -0.0872 Eh
Kohn-Sham gap (spin up / spin down): 6.97 / 6.96 eV

=====

Bottom line: <x>, by a margin of 29.7 kJ/mol.

=====

<w>
Entry from OMol25: a single C2H3N3O2S molecule (ωB97M-V with the def2-TZVPD basis set).

Each line ends with the natural charge from an NBO analysis.
CARTESIAN COORDINATES (ANGSTROEM)
C1 -0.373 0.211 -0.029  0.1571
C2 2.264 -0.199 0.052  0.4022
H1 -3.070 -0.722 0.533  0.4823
H2 -1.942 1.401 -0.249  0.3731
H3 3.343 -0.137 0.194  0.1805
N1 -1.720 0.519 0.236  -0.3219
N2 0.366 1.226 -0.091  -0.1938
N3 1.749 -1.318 0.225  -0.6128
O1 -2.507 -0.516 -0.247  -0.5589
O2 1.769 0.977 -0.362  -0.3623
S1 0.120 -1.442 -0.261  0.4546

Computed properties:
LUMO: 0.0203 Eh
Kohn-Sham gap: 9.36 eV

=====

<x>
Entry from OMol25: a single C2H3N3O2S molecule (ωB97M-V with the def2-TZVPD basis set).

Each line ends with the natural charge from an NBO analysis.
CARTESIAN COORDINATES (ANGSTROEM)
C1 -0.311 -1.032 -0.396  0.1892
C2 0.192 1.093 -0.217  0.6423
H1 -1.445 -3.067 -0.734  0.1696
H2 0.245 2.969 -0.059  0.3697
H3 1.083 0.610 1.875  0.5132
N1 -1.079 -0.477 -1.237  -0.1745
N2 0.569 2.149 0.434  -0.8147
N3 0.489 -0.122 0.224  -0.1475
O1 -0.719 0.910 -1.190  -0.3279
O2 1.372 -0.323 1.246  -0.4989
S1 -0.396 -2.711 0.055  0.0795

Computed properties:
LUMO: 0.0178 Eh
Kohn-Sham gap: 9.59 eV

=====

Bottom line: <x>, by a margin of 24.7 kJ/mol.